Computed, not measured: C26H22AsBrCl5N3OS2Ti as an isolated structure, with ωB97M-V with the def2-TZVPD basis set.

Output
charge: 0
2S+1: 3
lowest unoccupied orbital energy (alpha / beta): 0.14 / 0.14 eV
HOMO-LUMO gap (alpha / beta): 6.406 / 7.677 eV
DFT total energy: -272118.051 eV
ΔE to the lowest compared entry with this formula, charge and spin: 0.0 kJ/mol

Last column: natural (NBO) charge in e.
Positions of all 62 atoms, in Å:
1 Ti -0.44109 -0.30684 0.06230  0.95
2 O -0.68786 -4.20584 4.98130  -0.64
3 C -0.66660 -3.40478 3.89869  0.36
4 C -1.50863 -2.30611 3.74576  -0.33
5 C -1.39677 -1.54542 2.60743  0.09
6 N -0.52382 -1.81474 1.61478  -0.62
7 C 0.26705 -2.86768 1.79128  0.16
8 Br 1.54836 -3.26668 0.45619  0.16
9 C 0.24648 -3.69743 2.89734  -0.29
10 H -1.33320 -3.88633 5.62209  0.49
11 H -2.23177 -2.02781 4.50146  0.23
12 H -2.01552 -0.66714 2.46502  0.25
13 H 0.92765 -4.52910 2.98546  0.25
14 S -1.27065 1.80881 -1.41467  -0.21
15 C -2.68598 0.96432 -0.99899  -0.07
16 N -2.64207 -0.11066 -0.23392  -0.68
17 C -3.88947 -0.68379 -0.06107  0.19
18 C -4.16362 -1.85542 0.64293  -0.25
19 C -5.47025 -2.30395 0.71932  -0.20
20 C -6.50720 -1.60217 0.10172  -0.23
21 C -6.24576 -0.44348 -0.60872  -0.21
22 C -4.93455 0.00715 -0.68938  -0.24
23 S -4.29419 1.38824 -1.52582  0.41
24 H -3.36570 -2.41066 1.11798  0.21
25 H -5.69125 -3.21260 1.26467  0.21
26 H -7.52279 -1.96719 0.17655  0.22
27 H -7.04832 0.09800 -1.09238  0.22
28 Cl 2.21493 -0.16483 1.92615  0.02
29 C 1.14234 1.16161 2.42560  -0.07
30 C -0.11010 1.21178 1.83919  -0.50
31 C -0.92653 2.18070 2.41860  0.04
32 Cl -2.62516 2.24947 1.97212  0.01
33 C -0.51597 3.07887 3.40315  -0.13
34 Cl -1.58864 4.26089 4.05891  0.04
35 C 0.79151 3.01411 3.88434  -0.09
36 Cl 1.34412 4.11912 5.08402  0.05
37 C 1.63707 2.02111 3.40130  -0.09
38 Cl 3.24134 1.87925 4.02254  0.04
39 C -2.31700 -3.27628 -3.58306  -0.15
40 C -2.17731 -3.75758 -2.29156  -0.24
41 C -1.48915 -2.98896 -1.37084  0.06
42 N -0.94903 -1.79983 -1.65772  -0.53
43 C -1.09449 -1.34662 -2.90661  0.06
44 C -1.76374 -2.04713 -3.89652  -0.24
45 H -2.85445 -3.84623 -4.32986  0.22
46 H -2.59805 -4.70522 -1.98651  0.23
47 H -1.37341 -3.33200 -0.35090  0.20
48 H -0.69235 -0.36013 -3.10158  0.23
49 H -1.85146 -1.61537 -4.88349  0.23
50 C 1.84369 1.76131 -2.71254  -0.94
51 As 1.91568 0.17778 -1.58291  0.93
52 C 2.35753 -1.13854 -2.96219  -0.94
53 C 3.72142 0.42358 -0.89377  -0.94
54 H 2.76610 1.83913 -3.28798  0.22
55 H 1.72295 2.64455 -2.08666  0.24
56 H 0.98752 1.70079 -3.38206  0.24
57 H 3.29967 -0.86748 -3.43917  0.22
58 H 1.57523 -1.17687 -3.71809  0.23
59 H 2.45060 -2.12794 -2.51523  0.23
60 H 4.38967 0.63260 -1.72923  0.22
61 H 4.04912 -0.47590 -0.37525  0.23
62 H 3.73946 1.25007 -0.18639  0.24

Force components x, y, z for each atom (eV/Å):
Ti 0.16 1.26 -0.38
O 0.00 0.01 -0.02
C 0.00 -0.07 0.09
C -0.05 0.11 -0.03
C 0.07 -0.01 -0.02
N 0.08 -0.61 0.29
C 0.04 -0.22 0.24
Br -0.08 0.03 -0.06
C -0.03 0.12 -0.10
H 0.00 0.00 0.00
H 0.01 -0.04 0.03
H -0.01 0.00 -0.02
H -0.01 -0.02 0.03
S -0.15 -0.12 0.01
C 0.22 0.01 0.06
N -0.09 -0.03 -0.02
C 0.12 -0.02 0.00
C -0.07 -0.03 0.01
C -0.02 0.03 -0.02
C 0.03 -0.04 0.04
C 0.00 0.04 -0.02
C -0.07 -0.08 0.04
S -0.06 0.08 -0.07
H 0.02 0.02 -0.02
H 0.00 0.00 0.00
H 0.00 0.00 0.00
H 0.01 0.01 -0.01
Cl -0.17 0.17 0.05
C 0.32 -0.22 -0.06
C -0.05 -0.12 0.09
C -0.29 0.04 -0.02
Cl 0.14 -0.03 -0.04
C 0.08 0.01 0.05
Cl 0.00 -0.01 -0.03
C -0.01 -0.04 -0.04
Cl 0.00 0.01 0.00
C -0.05 0.07 0.05
Cl -0.02 -0.02 -0.03
C -0.05 -0.05 -0.06
C 0.04 0.04 0.04
C 0.04 0.00 -0.02
N -0.08 -0.17 -0.03
C 0.00 0.03 -0.02
C 0.05 0.04 0.07
H 0.00 0.00 0.01
H -0.01 -0.01 -0.03
H -0.01 -0.01 0.00
H 0.01 0.00 0.00
H -0.02 -0.03 -0.01
C 0.02 0.00 -0.01
As -0.14 -0.18 0.08
C 0.04 -0.01 -0.03
C 0.03 0.01 -0.02
H -0.02 0.03 -0.02
H 0.00 0.00 0.00
H 0.00 0.00 -0.01
H 0.00 -0.02 -0.01
H -0.02 0.01 0.01
H 0.00 0.01 0.02
H 0.03 0.00 0.02
H 0.00 -0.01 -0.01
H 0.00 0.01 -0.01


Computed, not measured: a 13-piece molecular cluster, C13H52N20O13 overall, with ωB97M-V with the def2-TZVPD basis set.

Output
charge: 0
lowest unoccupied orbital energy: -0.11 eV
HOMO-LUMO gap: 7.719 eV
DFT total energy: -70740.956 eV
ΔE to the lowest compared entry with this formula, charge and spin: 1334.7 kJ/mol

Last column: Löwdin charge in e.
Positions of all 98 atoms, in Å:
1 C -3.21900 -16.79700 3.73100  -0.59
2 O -2.93200 -15.44800 3.45900  -0.13
3 N -4.26100 -17.36600 3.29100  0.16
4 N -2.44600 -17.64300 4.30500  0.18
5 H -4.80200 -16.79200 2.61100  0.09
6 H -4.75800 -18.07100 3.82300  0.08
7 H -1.60100 -17.28800 4.83400  0.05
8 H -2.78800 -18.58500 4.40300  0.09
9 C -0.94800 -15.41800 1.14600  -0.57
10 O -0.47900 -16.05300 2.27200  -0.11
11 N -1.71300 -15.98300 0.28000  0.20
12 N -0.64300 -14.19300 0.79300  0.20
13 H -2.22200 -16.80100 0.53600  0.05
14 H -2.00500 -15.69900 -0.64100  0.15
15 H 0.01100 -13.62700 1.35700  0.15
16 H -1.03700 -13.76500 0.04700  0.07
17 C -1.73000 -21.06400 5.13100  -0.61
18 O -2.99000 -20.52300 5.32100  -0.14
19 N -1.28300 -21.40400 3.94400  0.12
20 N -0.96900 -21.27600 6.10000  0.19
21 H -1.99700 -21.25200 3.14700  0.02
22 H -0.33600 -21.70900 3.79200  0.12
23 H -1.19200 -20.87500 7.06100  0.16
24 H 0.05600 -21.35800 5.89300  0.15
25 C -6.72300 -16.03900 1.55400  -0.65
26 O -7.74200 -16.98000 1.41500  -0.17
27 N -6.97200 -14.92800 2.07900  0.17
28 N -5.49800 -16.20800 1.08500  0.14
29 H -8.00700 -14.83600 2.38800  0.17
30 H -6.26300 -14.40500 2.63700  0.07
31 H -5.16700 -17.11000 0.69400  0.05
32 H -4.88400 -15.46500 1.10600  0.03
33 C -0.27000 -17.68000 6.63100  -0.56
34 O 0.64100 -18.76600 6.73200  -0.14
35 N -1.07800 -17.32400 7.58600  0.17
36 N -0.34000 -16.85700 5.60800  0.12
37 H -1.11600 -17.99000 8.43600  0.16
38 H -1.97100 -16.88800 7.33700  0.07
39 H 0.51700 -16.97900 4.93900  0.10
40 H -0.48600 -15.91800 5.87300  0.08
41 C -3.43600 -18.68000 0.14600  -0.70
42 O -2.93100 -18.92300 -1.08300  -0.07
43 N -2.68800 -18.44700 1.13200  0.11
44 N -4.68800 -18.64400 0.48400  0.15
45 H -1.70100 -18.62600 0.94400  0.15
46 H -3.04200 -18.10300 2.03700  0.10
47 H -5.25200 -19.19200 -0.25400  0.20
48 H -5.03500 -18.77200 1.43300  0.09
49 C -4.04100 -21.17900 2.69300  -0.61
50 O -4.91800 -20.14100 2.95400  -0.07
51 N -4.09600 -22.43100 2.85800  0.21
52 N -2.91800 -20.90800 2.11200  0.11
53 H -4.94000 -22.73600 3.33600  0.15
54 H -3.30500 -23.04900 2.90200  0.13
55 H -2.87800 -19.95700 1.69700  0.06
56 H -2.74400 -21.59700 1.27500  0.22
57 C -6.17300 -19.40800 6.15200  -0.59
58 O -5.86800 -18.28100 5.41500  -0.12
59 N -7.31100 -19.60600 6.76100  0.15
60 N -5.41800 -20.48600 6.22200  0.14
61 H -8.15300 -18.96700 6.60100  0.16
62 H -7.48600 -20.53000 7.01100  0.08
63 H -4.48000 -20.34800 5.79600  0.03
64 H -5.37700 -21.10700 7.07300  0.14
65 C -5.37500 -13.57000 5.23300  -0.60
66 O -5.88800 -13.41900 4.01800  -0.08
67 N -4.10400 -13.96900 5.41000  0.17
68 N -6.06600 -13.40400 6.31400  0.16
69 H -3.68500 -14.24600 4.53500  0.04
70 H -3.76200 -14.42200 6.28000  0.08
71 H -7.03600 -13.16000 6.31800  0.11
72 H -5.70700 -13.47200 7.30800  0.14
73 C 0.93500 -18.75500 3.65400  -0.56
74 O 1.88600 -19.68800 4.06700  -0.15
75 N 1.34900 -17.50000 3.67900  0.11
76 N -0.29100 -19.01600 3.17300  0.19
77 H 0.82700 -16.89600 3.06200  0.05
78 H 2.37900 -17.32500 3.87500  0.18
79 H -0.52400 -19.99300 3.32900  0.04
80 H -1.04000 -18.35600 3.24700  0.04
81 C -0.89800 -13.17700 5.43700  -0.20
82 O -1.19200 -14.14200 6.36800  -0.11
83 H -0.76700 -12.17400 5.82800  0.08
84 H -1.52700 -13.13700 4.55400  0.06
85 H 0.13700 -13.26300 5.04400  0.09
86 H -1.89600 -13.64400 6.80800  0.08
87 C -3.55200 -12.68800 1.56100  -0.12
88 O -3.85400 -13.97200 1.06400  -0.15
89 H -2.94400 -12.22400 0.91600  0.02
90 H -3.08700 -12.67200 2.53300  0.07
91 H -4.53800 -12.19600 1.52300  0.10
92 H -3.16500 -14.59200 1.29600  0.01
93 C -4.58700 -16.30700 7.28300  -0.23
94 O -3.39700 -15.89300 7.59900  -0.12
95 H -4.72200 -17.28700 7.65700  0.08
96 H -4.60500 -16.46500 6.24000  0.06
97 H -5.34600 -15.64200 7.66600  0.09
98 H -3.49000 -15.66300 8.53200  0.13

Force components x, y, z for each atom (eV/Å):
C 2.44 7.79 -0.90
O -0.94 -5.71 1.02
N -5.19 0.11 -3.22
N 3.00 -0.40 2.28
H 0.00 -0.51 1.05
H -0.14 -0.32 0.28
H -0.77 -0.48 -0.46
H -0.09 -0.42 0.52
C 3.33 -2.45 5.63
O -2.02 2.97 -5.23
N -2.70 -2.65 -1.97
N 3.58 1.74 3.71
H 0.33 -0.36 0.34
H 0.49 0.83 0.13
H -0.74 -0.84 -0.53
H -1.48 1.34 -2.56
C -7.05 2.53 -1.01
O 5.52 -2.02 -1.52
N -0.97 -1.03 -1.61
N 4.28 0.05 6.19
H 1.76 -0.10 0.76
H 0.10 -0.26 0.26
H 0.46 -0.65 -2.17
H -1.33 0.21 0.57
C -5.21 -7.57 -2.74
O 4.85 3.57 0.36
N -3.45 5.05 3.61
N 0.34 -2.75 -0.96
H 2.75 -0.19 -0.57
H -0.71 -0.17 -0.50
H -1.05 1.38 0.07
H 1.15 2.12 -0.07
C 5.94 -6.24 1.34
O -5.02 5.47 -0.57
N -1.91 -2.15 4.46
N 3.21 0.19 -2.79
H 0.14 1.57 -2.11
H 0.52 0.11 0.30
H -1.69 0.23 1.11
H -0.61 1.33 0.27
C 1.06 -1.78 -8.48
O -2.40 0.87 5.19
N 5.51 1.14 3.82
N -5.06 -2.92 -3.38
H -0.07 0.59 0.51
H 0.01 -0.19 -0.32
H 0.67 1.63 1.68
H 0.41 -0.52 0.15
C -5.91 7.81 1.20
O 3.66 -5.88 -0.93
N -3.97 -4.83 2.56
N 3.66 0.91 -6.58
H 0.34 -0.34 -0.05
H 0.15 0.25 -0.08
H 0.19 -0.85 0.87
H -0.10 1.63 2.12
C 1.50 5.02 -4.27
O -1.36 -5.25 3.63
N -4.33 3.50 0.60
N 3.13 -1.37 0.52
H 2.09 -1.32 0.30
H -0.70 -1.39 0.46
H -0.62 -0.53 0.35
H -0.44 1.25 -1.42
C 0.05 -0.60 -5.72
O 1.76 0.02 4.62
N 0.37 0.42 0.62
N -1.98 0.74 5.06
H 0.62 -0.68 -0.26
H -0.56 0.56 -1.24
H -0.19 0.08 -0.67
H -0.14 0.05 -2.28
C 5.90 -5.33 1.70
O -5.44 3.42 -2.27
N 2.44 1.79 0.03
N 1.19 -1.21 -0.10
H 0.09 0.83 -0.46
H -2.12 -0.67 -0.53
H -0.18 0.82 -0.13
H -0.01 0.64 0.01
C 2.87 1.53 -2.49
O -0.95 0.42 1.00
H -0.74 0.38 0.62
H -0.50 -0.25 0.04
H -0.39 -0.83 0.08
H -0.11 -1.15 0.67
C -3.13 -1.22 1.36
O 0.05 -0.28 -0.40
H 2.47 2.02 -2.54
H -0.21 -0.21 0.61
H 0.59 0.23 0.58
H 0.32 -0.13 0.58
C -4.25 -2.19 -1.38
O 4.94 2.96 2.53
H -0.82 -1.29 0.69
H -0.75 0.21 -1.28
H -0.77 0.07 -0.30
H 1.06 0.13 0.03


Computed, not measured: C24H24AuF9NO2P2 as an isolated structure, with ωB97M-V with the def2-TZVPD basis set.

Output
charge: +1
2S+1: 3
lowest unoccupied orbital energy (alpha / beta): -2.06 / -5.35 eV
HOMO-LUMO gap (alpha / beta): 7.953 / 5.660 eV
DFT total energy: -77584.363 eV

Last column: natural (NBO) charge in e.
Positions of all 63 atoms, in Å:
1 C 1.42331 -2.62953 3.63810  -0.21
2 C 1.64065 -1.94736 2.44358  -0.02
3 C 1.16067 -2.51364 1.21495  0.18
4 C 0.26952 -3.60599 1.27013  0.00
5 C 0.11523 -4.28981 2.47758  -0.20
6 C 0.68049 -3.80840 3.65547  -0.16
7 C -0.61128 -3.92849 0.05256  -0.49
8 C 0.22858 -3.60532 -1.18715  0.10
9 C 1.16820 -2.55703 -1.15785  0.06
10 C 1.67876 -2.03444 -2.39717  0.01
11 C 1.36632 -2.67042 -3.58394  -0.21
12 C 0.55208 -3.80157 -3.59696  -0.15
13 C 0.00079 -4.27188 -2.39424  -0.23
14 H 1.81931 -2.21573 4.56642  0.23
15 H -0.51696 -5.17916 2.47281  0.23
16 H 0.49477 -4.31977 4.60145  0.24
17 H -0.96297 -4.97417 0.06206  0.25
18 H 1.75099 -2.26417 -4.52345  0.23
19 H 0.29755 -4.27825 -4.53615  0.23
20 H -0.67399 -5.12720 -2.38680  0.23
21 N 1.32374 -1.81840 0.01726  -0.48
22 Au 0.11760 0.07208 -0.10874  0.74
23 C 2.21350 -0.54383 2.43074  -0.76
24 H 3.01245 -0.45185 1.68068  0.26
25 H 2.58166 -0.23600 3.41913  0.25
26 C 2.38142 -0.67500 -2.37796  -0.76
27 H 3.13846 -0.64388 -1.57766  0.27
28 H 2.82829 -0.42664 -3.35825  0.25
29 P 0.93216 0.65263 2.00998  0.92
30 P 1.21167 0.65716 -2.03504  0.93
31 C 0.13601 0.88737 -3.44708  -0.97
32 H -0.61513 1.65585 -3.21858  0.27
33 H 0.77552 1.20664 -4.28215  0.23
34 H -0.37532 -0.05333 -3.69106  0.27
35 C 2.10067 2.17773 -1.73291  -0.97
36 H 2.54143 2.46903 -2.69418  0.25
37 H 1.39672 2.94362 -1.38081  0.27
38 H 2.87994 2.00872 -0.97861  0.25
39 C -0.33531 0.64712 3.26138  -0.97
40 H 0.13973 0.93849 4.20270  0.23
41 H -1.11485 1.36932 2.99580  0.27
42 H -0.77755 -0.34908 3.35866  0.27
43 C 1.64796 2.27740 1.91108  -0.97
44 H 0.87930 2.98917 1.59855  0.28
45 H 1.99371 2.51161 2.92170  0.24
46 H 2.48209 2.28571 1.20273  0.25
47 C -1.77311 0.91986 -0.34060  0.51
48 O -2.80465 0.50749 -0.78290  -0.56
49 H -1.59659 -3.41348 0.10612  0.26
50 F -2.43068 2.82157 -2.33160  -0.32
51 C -3.28964 3.25404 -1.35688  0.99
52 F -3.63400 4.53268 -1.66198  -0.30
53 F -4.39562 2.49166 -1.40227  -0.28
54 C -2.60045 3.21596 0.02610  -0.03
55 O -1.61753 2.16983 0.19765  -0.55
56 C -1.70820 4.45067 0.20598  0.99
57 F -2.39673 5.59671 0.34676  -0.28
58 F -0.89677 4.30073 1.28751  -0.31
59 F -0.88221 4.54091 -0.88331  -0.32
60 C -3.61429 3.06159 1.17224  0.97
61 F -4.58277 4.00196 1.07653  -0.30
62 F -4.18071 1.83078 1.15296  -0.29
63 F -2.97392 3.18771 2.36891  -0.31

Force components x, y, z for each atom (eV/Å):
C 0.13 0.41 -0.33
C -0.18 0.01 -0.25
C -0.98 0.76 0.13
C -0.52 -0.71 0.19
C -0.30 0.13 -0.22
C -0.04 -0.32 -0.08
C 1.35 -0.27 0.27
C -0.66 -0.83 -0.33
C -0.94 0.96 -0.15
C -0.16 0.57 0.70
C 0.25 0.24 -0.11
C -0.26 -0.33 0.80
C -0.01 0.36 -0.28
H -0.14 -0.09 -0.23
H 0.12 0.26 0.20
H 0.14 0.09 -0.32
H 0.61 0.15 -0.05
H -0.13 -0.13 0.30
H 0.10 -0.04 0.10
H 0.09 0.23 -0.14
N 0.81 -1.43 0.07
Au -0.36 0.03 0.18
C 0.56 -0.29 0.51
H -0.15 0.11 0.26
H 0.28 -0.42 -0.14
C 0.53 -0.47 -0.60
H -0.13 0.07 -0.40
H 0.17 -0.46 0.39
P -1.33 -0.65 -1.26
P -1.26 -0.45 0.35
C 0.44 0.22 -0.67
H 0.29 -0.24 -0.09
H -0.46 -0.01 -0.15
H 0.17 0.25 0.10
C 0.38 0.23 -0.56
H 0.18 0.37 0.32
H 0.22 -0.18 -0.15
H -0.17 0.10 -0.29
C 0.27 0.23 0.91
H -0.39 -0.01 0.25
H 0.17 -0.12 0.02
H 0.12 0.16 -0.06
C 0.34 0.28 0.66
H 0.18 -0.13 0.07
H 0.21 0.46 -0.14
H -0.15 0.03 0.23
C -0.64 -1.09 -0.04
O 0.95 0.21 0.12
H 0.80 0.47 -0.18
F -0.77 0.45 0.90
C -0.54 -0.09 -1.36
F 0.21 -1.18 0.23
F 0.81 0.94 -0.07
C 0.56 -0.97 0.51
O -0.60 1.25 -0.34
C 0.95 1.05 -0.02
F 0.71 -0.98 -0.08
F -0.69 0.38 -0.80
F -0.75 0.16 0.93
C -0.89 -0.22 0.73
F 0.78 -0.84 0.26
F 0.45 1.29 0.15
F -0.71 0.01 -0.94


Computed, not measured: CH10N3 as an isolated structure, with ωB97M-V with the def2-TZVPD basis set.

Output
charge: 0
2S+1: 2
lowest unoccupied orbital energy (alpha / beta): 1.04 / 0.80 eV
HOMO-LUMO gap (alpha / beta): 3.834 / 10.524 eV
DFT total energy: -5666.030 eV
ΔE to the lowest compared entry with this formula, charge and spin: 56.6 kJ/mol

Last column: natural (NBO) charge in e.
Positions of all 14 atoms, in Å:
1 N -1.38679 -0.78427 -1.25085  -1.11
2 H -0.28119 0.01939 -1.09833  0.40
3 H -1.64710 -0.80987 -0.25608  0.40
4 H -2.13858 -0.40559 -1.81254  0.39
5 H -1.09615 -1.73015 -1.52709  0.38
6 N -0.09931 0.36135 1.65158  -0.88
7 C 0.92559 -0.00822 0.71828  -0.24
8 N 0.70766 0.62244 -0.61176  -1.08
9 H -0.46276 1.30489 1.61874  0.38
10 H 0.17442 0.15429 2.60864  0.37
11 H 1.93272 0.30151 1.04838  0.16
12 H 0.97941 -1.08477 0.56984  0.18
13 H 1.59597 0.40097 -1.11070  0.31
14 H 0.79612 1.65805 -0.54809  0.34

Force components x, y, z for each atom (eV/Å):
N 0.60 -0.28 0.76
H 0.49 0.77 0.11
H -0.25 -0.07 -0.34
H -0.16 -0.12 -0.16
H -0.32 0.34 -0.15
N -0.94 -0.48 0.48
C 0.98 1.12 0.16
N 0.52 -0.60 0.10
H 0.48 -0.01 -0.27
H -0.05 0.00 -0.21
H -0.17 -0.08 -0.05
H -0.25 -0.11 -0.02
H -0.29 -0.26 -0.53
H -0.64 -0.22 0.11